This record from the OMol25 dataset describes a molecular structure, C35H44N10S2W. The level of theory is wB97M-V/def2-TZVPD.

Results
frontier orbital gap (alpha / beta): 6.35 / 6.34 eV
E_LUMO (alpha / beta): -5.60 / -5.60 eV
charge: +2
calculated total energy: -75394.1576 eV
2S+1: 1

```
92
C35H44N10S2W, DFT wB97M-V/def2-TZVPD
W 0.265 -0.144 -0.303
C -0.329 -2.860 -3.520
C 0.527 -1.816 -4.234
C 0.835 -0.543 -3.412
N -0.147 -0.255 -2.358
C -1.384 0.058 -2.792
C -1.693 0.294 -4.139
C -2.907 0.451 -4.793
C -4.193 0.338 -4.305
C -4.532 0.140 -2.976
C -3.722 0.135 -1.856
C -2.328 0.260 -1.717
N -1.729 0.471 -0.531
C -2.545 1.064 0.538
C -2.749 0.190 1.763
C -1.372 -0.094 2.333
N -0.640 -0.960 1.415
C -0.716 -2.274 1.620
C -1.512 -2.854 2.637
C -1.617 -4.150 3.080
C -0.968 -5.301 2.640
C -0.132 -5.381 1.555
C 0.261 -4.388 0.655
C 0.021 -3.017 0.625
N 0.499 -2.185 -0.356
C 1.228 -2.869 -1.438
C 0.400 -3.663 -2.449
H -0.701 -3.564 -4.266
H -1.219 -2.392 -3.097
H 0.033 -1.547 -5.167
H 1.481 -2.261 -4.532
H 0.930 0.323 -4.078
H 1.809 -0.624 -2.945
H -0.840 0.363 -4.797
H -2.819 0.640 -5.857
H -5.004 0.402 -5.018
H -5.588 0.009 -2.771
H -4.259 -0.003 -0.927
H -3.497 1.416 0.143
H -2.020 1.952 0.889
H -3.282 -0.735 1.525
H -3.351 0.745 2.486
H -1.390 -0.505 3.341
H -0.845 0.856 2.407
H -2.157 -2.172 3.169
H -2.305 -4.289 3.906
H -1.169 -6.216 3.181
H 0.262 -6.365 1.329
H 0.861 -4.780 -0.148
H 1.959 -3.542 -0.992
H 1.828 -2.136 -1.959
H -0.316 -4.308 -1.936
H 1.107 -4.335 -2.946
C 3.481 -2.087 0.525
C 3.502 -0.908 -0.393
N 2.514 -0.078 -0.689
C 2.992 1.023 -1.378
C 4.306 0.971 -1.707
S 5.000 -0.445 -1.069
C 2.094 2.152 -1.564
C 2.430 3.338 -2.128
S 1.106 4.394 -2.050
C 0.171 3.209 -1.259
N 0.806 2.068 -1.060
C -1.223 3.593 -0.904
H 2.508 -2.208 0.984
H 4.212 -1.922 1.317
H 3.771 -2.997 0.000
H 4.889 1.697 -2.248
H 3.375 3.622 -2.560
H -1.488 4.517 -1.416
H -1.308 3.771 0.168
H -1.928 2.824 -1.200
C 0.143 2.887 5.144
C 0.840 3.955 4.309
C -0.101 4.586 3.290
C 2.138 3.426 3.696
N 1.966 2.162 2.964
C 2.439 0.937 3.229
N 2.024 0.102 2.307
N 1.274 0.860 1.485
N 1.233 2.091 1.857
H -0.697 3.320 5.686
H 0.814 2.437 5.878
H -0.257 2.087 4.514
H 1.176 4.747 4.985
H -0.477 3.848 2.578
H 0.389 5.382 2.727
H -0.959 5.022 3.801
H 2.859 3.202 4.483
H 2.596 4.130 3.002
H 3.064 0.701 4.074
```